14
Properties=species:S:1:pos:R:3:forces:R:3 method="wB97M-V/def2-TZVPD" e_homo_ev=-14.446 total_energy_ev=-11038.637 charge=+1 orbital_gap_ev=10.82
Rb -10.538970 -12.892636 -26.784346 0.03 -0.16 0.18
C -6.989947 -16.758178 -21.879385 0.52 -0.38 0.14
C -7.715652 -15.443624 -22.064868 0.60 -1.02 0.48
C -6.933618 -14.363375 -22.813288 -0.74 0.01 0.87
O -7.913508 -13.864918 -23.736465 0.44 0.44 -0.50
C -8.946749 -14.691166 -23.813878 0.16 -0.83 0.87
O -9.838594 -14.572672 -24.604682 -0.43 0.26 -0.55
O -8.868043 -15.671208 -22.900335 -0.19 0.66 -0.40
H -6.051620 -16.655316 -21.323633 -0.06 0.42 -0.13
H -6.735189 -17.215200 -22.836782 -0.12 0.04 -0.04
H -7.549044 -17.477007 -21.280563 -0.34 0.12 -0.22
H -8.026026 -15.099638 -21.076076 -0.37 0.20 -0.24
H -6.057264 -14.745443 -23.328363 0.01 0.15 -0.15
H -6.722447 -13.564189 -22.107244 0.48 0.10 -0.32

***

50
Properties=species:S:1:pos:R:3:forces:R:3 method="wB97M-V/def2-TZVPD" e_homo_ev="-12.575 / -16.389" total_energy_ev=-46578.387 charge=+2 s_squared=2.01 multiplicity=3 orbital_gap_ev="6.79 / 10.40"
Ti 0.003233 0.074728 -0.106011 -0.12 0.89 0.59
C 2.548574 0.281807 2.147370 -0.09 -0.16 -0.24
C 3.058291 -0.187941 0.775531 -0.13 0.51 -0.13
N 2.201566 0.225974 -0.394106 0.61 -0.07 -0.31
C 2.415315 1.614261 -0.956188 0.08 -0.06 -0.14
C 1.137624 2.483243 -0.939099 -0.09 0.00 0.08
N -0.032744 1.703422 -1.474787 0.46 0.37 -0.94
C -1.345722 2.412338 -1.504738 -0.07 0.57 0.62
C -1.993190 2.476845 -0.094197 -0.12 -0.30 -0.56
C -2.869623 1.247247 0.244587 -0.16 0.27 0.06
N -2.165896 -0.081556 0.163736 -0.78 -0.28 0.35
C -2.115280 -0.839612 1.473465 -0.25 0.48 -0.16
C -1.292325 -0.081006 2.532785 -0.05 -0.13 0.07
N 0.054962 0.388424 2.051954 0.00 0.38 0.73
C 1.226731 -0.333598 2.638486 0.24 -0.36 -0.23
H 3.332993 0.027213 2.870790 -0.18 0.12 -0.10
H 2.451542 1.377620 2.155429 0.12 -0.13 0.06
H 4.069610 0.203505 0.631714 0.00 -0.07 0.02
H 3.135243 -1.284819 0.754242 -0.11 0.28 0.00
H 2.451873 -0.440721 -1.142974 -0.24 0.57 0.50
H 3.201796 2.152222 -0.401992 -0.22 -0.25 -0.20
H 2.751082 1.533250 -2.008998 -0.05 -0.07 0.56
H 0.908483 2.795447 0.095107 0.01 -0.04 -0.39
H 1.313975 3.391420 -1.543920 -0.10 -0.27 0.33
H 0.214881 1.472792 -2.445889 -0.11 0.04 0.39
H -1.202624 3.441163 -1.861703 0.01 -0.22 -0.05
H -2.039946 1.914368 -2.206284 0.49 0.06 0.25
H -1.221963 2.680736 0.670686 -0.30 -0.06 -0.18
H -2.670182 3.345511 -0.110686 0.25 -0.25 0.24
H -3.295899 1.386922 1.247892 0.08 -0.12 -0.23
H -3.727060 1.277134 -0.446861 0.32 -0.30 0.18
H -2.673771 -0.696626 -0.498809 0.41 0.61 0.50
H -3.136804 -0.968179 1.878687 0.44 -0.08 -0.11
H -1.705207 -1.841321 1.268247 -0.07 0.28 0.01
H -1.869644 0.794619 2.837349 0.15 -0.05 0.07
H -1.182687 -0.726737 3.415563 -0.02 0.21 -0.18
H 0.170750 1.371683 2.352828 -0.16 -0.69 -0.24
H 1.205908 -0.293402 3.736750 -0.19 -0.06 -0.25
H 1.168327 -1.402448 2.332263 -0.03 0.56 0.29
C -0.401348 -4.017928 -2.340820 0.00 -0.05 0.15
C -0.878917 -2.849955 -2.955296 -0.16 -0.64 -0.43
C -0.668857 -1.634932 -2.336501 1.08 -0.87 0.81
N 0.031639 -1.589392 -1.156389 -0.20 -1.90 -0.57
C 0.488023 -2.730179 -0.524386 -0.78 0.75 -1.33
C 0.276954 -3.962543 -1.110722 -0.06 -0.75 -0.19
H -0.576002 -4.985634 -2.826245 0.13 0.45 0.25
H -1.406557 -2.944023 -3.920791 0.33 0.28 0.68
H -0.973162 -0.683061 -2.771942 -0.03 -0.23 0.17
H 0.993863 -2.600245 0.439187 -0.11 -0.02 -0.46
H 0.632171 -4.898020 -0.634337 -0.25 0.80 -0.33

***

19
Properties=species:S:1:pos:R:3:forces:R:3 method="wB97M-V/def2-TZVPD" e_homo_ev="1.209 / -3.433" total_energy_ev=-10378.611 charge=-1 s_squared=0.75 multiplicity=2 orbital_gap_ev="2.76 / 7.33"
C -0.975544 1.123245 0.951091 0.87 -0.04 -1.17
C -1.564453 0.616540 -0.415758 0.16 -1.21 1.49
N -0.572677 0.116222 -1.339341 -0.87 1.48 -0.56
C 0.039995 -1.153110 -1.326163 -1.14 0.75 1.30
N 1.291886 -1.276332 -1.705127 1.61 -1.16 -0.53
H -0.076828 1.681706 0.660296 -0.06 0.15 0.21
H -0.630346 0.308163 1.593038 -0.40 0.14 -0.05
H -1.640228 1.818895 1.450655 -0.29 -0.05 0.31
H -2.273480 -0.206664 -0.153338 0.31 0.48 -0.40
H -2.152278 1.434858 -0.826437 0.04 0.02 -0.44
H -0.117034 0.846266 -1.901226 -0.17 -0.59 0.28
H -0.671285 -1.977673 -1.179200 0.47 0.01 -0.47
H 1.757814 -0.394576 -1.900747 -0.36 0.16 0.09
H 2.786984 0.732932 -0.066754 -0.46 -1.67 -0.69
H 2.503596 1.476662 1.235020 -0.18 -0.24 0.02
O 2.896821 1.555831 0.364982 0.56 1.81 0.61
H -0.402007 -2.857778 1.908613 -0.02 -2.96 0.66
H 0.189427 -1.877647 0.946482 0.27 0.28 -1.04
O -0.390363 -1.967540 1.703913 -0.36 2.63 0.38

***

Calculated maximum force, 0.0249 0.0388 0.0591 hartree/bohr (same order as the records).
Calculated energy relative to the best compared isomer or geometry (same formula, charge and spin), 0.0000 0.0000 1.2451 eV (same order as the records).